Below is C45H54As2BCsF2N4O4SSe as an isolated structure in a non-equilibrium geometry, with properties calculated with ωB97M-V/def2-TZVPD.

XYZ file:
```
115
Properties=species:S:1:pos:R:3:forces:R:3
Cs -1.0095 0.3773 -1.4693 1.2 -0.2 -0.1
C -0.7269 1.0331 2.4906 0.0 -0.1 0.1
C -0.0604 2.2942 3.0074 0.0 0.0 0.0
As 1.2978 3.0877 1.8158 0.0 -0.1 0.0
C 0.1625 3.7131 0.3629 -0.1 0.0 0.0
C -1.2279 3.7741 0.4446 -0.1 0.0 0.0
C -1.9812 4.1761 -0.6527 0.1 -0.1 0.1
C -1.3458 4.5518 -1.8290 0.0 0.0 0.0
C 0.0395 4.5078 -1.9157 0.0 0.0 0.0
C 0.7860 4.0737 -0.8298 0.0 0.0 0.0
C 1.4189 4.7523 2.8603 0.0 0.0 0.0
C 2.1647 4.7299 4.0377 0.0 0.0 0.0
C 2.2606 5.8539 4.8471 0.0 0.0 0.0
C 1.6197 7.0296 4.4801 0.0 0.0 0.0
C 0.8822 7.0667 3.3047 0.0 0.0 0.0
C 0.7796 5.9363 2.5024 0.0 0.0 0.0
As -1.8873 0.1486 3.8323 0.0 0.0 0.0
C -0.5434 -0.3306 5.1834 0.1 0.0 -0.1
C -0.9748 -0.6770 6.4623 0.0 0.0 0.0
C -0.0795 -1.0941 7.4385 0.0 0.0 0.0
C 1.2734 -1.1885 7.1425 0.0 0.0 0.0
C 1.7146 -0.8680 5.8657 0.0 0.0 0.0
C 0.8149 -0.4454 4.8956 0.0 0.0 0.0
C -2.5495 1.8137 4.6673 0.0 0.0 0.0
C -3.5616 2.4721 3.9624 0.0 0.0 0.0
C -4.0660 3.6815 4.4245 0.0 0.0 0.0
C -3.5837 4.2454 5.5989 0.0 0.0 0.0
C -2.5814 3.5950 6.3047 0.0 0.0 0.0
C -2.0649 2.3907 5.8385 0.0 0.0 0.0
H -0.0341 0.2641 2.1329 0.0 0.0 0.0
H -1.4006 1.2558 1.6613 -0.1 0.1 0.0
H 0.4708 2.1051 3.9430 0.0 0.0 0.0
H -0.7941 3.0701 3.2240 0.0 0.0 0.0
H -1.7670 3.4839 1.3382 0.1 -0.1 0.0
H -3.0595 4.1273 -0.5740 0.0 0.0 -0.1
H -1.9286 4.8318 -2.6983 0.0 0.0 0.0
H 0.5342 4.7381 -2.8501 0.0 0.0 0.0
H 1.8611 3.9782 -0.9301 0.0 0.0 0.0
H 2.6766 3.8191 4.3319 0.0 0.0 0.0
H 2.8366 5.8101 5.7644 0.0 0.0 0.0
H 1.6931 7.9104 5.1072 0.0 0.0 0.0
H 0.3746 7.9781 3.0103 0.0 0.0 0.0
H 0.1902 5.9737 1.5943 0.0 0.0 0.0
H -2.0310 -0.6170 6.7044 0.0 0.0 0.0
H -0.4422 -1.3522 8.4271 0.0 0.0 0.0
H 1.9766 -1.5236 7.8960 0.0 0.0 0.0
H 2.7644 -0.9589 5.6132 0.0 0.0 0.0
H 1.1815 -0.2338 3.8993 0.0 0.0 0.0
H -3.9230 2.0696 3.0165 0.0 0.0 0.0
H -4.8339 4.1872 3.8499 0.0 0.0 0.0
H -3.9770 5.1905 5.9554 0.0 0.0 0.0
H -2.1820 4.0342 7.2121 0.0 0.0 0.0
H -1.2588 1.9174 6.3845 0.0 0.0 0.0
C -2.5782 -4.0663 0.7001 -0.1 -0.1 -0.1
N -2.6675 -4.6365 -0.6414 0.0 0.0 0.1
C -2.3058 -5.9191 -0.9948 0.0 0.0 0.1
C -2.4641 -6.0311 -2.3283 0.0 0.1 -0.1
N -2.9201 -4.8045 -2.7808 -0.1 0.0 0.0
C -3.1567 -4.4281 -4.1570 0.0 0.0 0.1
C -3.0444 -3.9364 -1.7382 0.1 -0.1 -0.1
Se -3.5404 -2.1738 -1.8034 -0.2 0.0 0.0
H -2.6753 -4.8801 1.4163 0.1 0.0 0.0
H -3.3951 -3.3598 0.8248 0.0 0.0 0.0
H -1.6291 -3.5540 0.8454 0.1 0.0 0.0
H -1.9467 -6.6248 -0.2661 0.0 0.0 0.0
H -2.2743 -6.8523 -2.9970 0.0 0.0 0.0
H -3.2788 -5.3324 -4.7508 0.0 0.0 0.0
H -2.3280 -3.8331 -4.5429 0.0 0.0 0.0
H -4.0545 -3.8153 -4.2017 0.0 0.0 0.0
C 3.6012 -4.6533 -3.1370 0.0 0.0 0.0
C 2.8685 -3.3980 -2.7041 0.0 0.0 0.0
C 3.1200 -3.1113 -1.2291 0.0 0.0 0.0
O 3.3689 -2.2829 -3.4751 -0.1 0.0 0.0
B 2.3012 -1.3972 -3.6006 0.1 0.0 0.0
O 1.1015 -1.9723 -3.2086 0.0 0.0 0.0
C 1.3533 -3.3790 -3.0451 0.0 0.1 0.0
C 1.0439 -4.0425 -4.3856 0.0 0.0 0.0
C 0.4437 -3.9117 -1.9654 -0.1 0.0 0.1
H 4.6486 -4.5837 -2.8375 0.0 0.0 0.0
H 3.5605 -4.7779 -4.2193 0.0 0.0 0.0
H 3.1662 -5.5352 -2.6595 0.0 0.0 0.0
H 4.1835 -2.9074 -1.0884 0.0 0.0 0.0
H 2.8329 -3.9581 -0.6022 0.0 0.0 0.0
H 2.5466 -2.2495 -0.8824 0.0 0.0 0.0
H 1.7029 -3.6654 -5.1712 0.0 0.0 0.0
H 0.0141 -3.7993 -4.6583 0.1 0.0 0.0
H 1.1409 -5.1296 -4.3278 0.0 0.0 0.0
H 0.5530 -3.3691 -1.0278 0.0 0.0 0.0
H 0.6373 -4.9712 -1.7717 0.0 0.0 0.0
H -0.5863 -3.8042 -2.3093 0.0 0.0 0.0
O -3.8696 1.9412 0.9219 0.0 -0.2 -0.1
C -3.8600 0.9286 0.1845 -0.1 0.3 0.0
O -3.5466 0.8632 -1.0282 -0.8 0.2 0.3
H -4.1397 -0.0376 0.6657 0.0 -0.1 0.0
C 1.2202 -1.2650 -7.9115 0.0 0.0 0.0
C 1.6962 -0.4685 -6.7422 0.0 0.0 0.0
C 2.9585 -0.1252 -6.4209 0.0 0.0 0.0
C 2.9478 0.6429 -5.1475 0.0 0.1 -0.1
N 2.3981 -0.0549 -3.9903 0.0 0.0 0.0
C 1.4680 0.7317 -4.7678 0.0 -0.1 0.1
S 0.5723 2.0704 -4.0547 0.0 0.1 -0.3
N 0.7837 -0.0535 -5.7879 0.1 0.0 0.1
C 3.9301 1.7520 -4.9049 0.0 0.0 0.0
H 2.0376 -1.4451 -8.6105 0.0 0.0 0.0
H 0.4224 -0.7339 -8.4404 0.0 0.0 0.0
H 0.8127 -2.2280 -7.5922 0.0 0.0 0.0
H 3.8383 -0.3991 -6.9899 0.0 0.0 0.0
H -0.1062 0.3263 -6.0670 -0.1 0.0 -0.1
H 4.9583 1.4149 -5.0757 0.0 0.0 0.0
H 3.8398 2.1062 -3.8797 0.0 0.0 0.0
H 3.7213 2.5893 -5.5752 0.0 0.0 0.0
F 0.6331 -3.5230 1.1645 0.0 0.0 -0.1
C 0.7517 -2.1434 1.6900 0.1 -0.3 -0.3
F -0.3295 -2.1728 2.6399 -0.2 0.1 0.3
H 1.6194 -2.3308 2.3549 0.1 0.2 0.1
```
Positions in Å, forces in eV/Å.

LUMO energy (eV): 3.622
Strongest force on any atom (eV Å⁻¹): 1.18
Energy relative to the best compared isomer or geometry (same formula, charge and spin) (kJ/mol): 78.9
Total energy (eV): -266213.601
Gap between HOMO and LUMO (eV): 5.32
E_HOMO (Eh): -0.06248
Charge: -2